The following is a quantum chemistry calculation of a structure of composition C24H73N12O5P4Y at a distorted geometry, from the OMol25 dataset.

```
119
Properties=species:S:1:pos:R:3
Y -3.050 -4.943 2.981
O -2.838 -1.727 0.638
H -2.534 -1.267 -0.169
O 0.680 -3.111 6.576
P 1.685 -2.425 7.469
N 3.178 -3.203 7.636
C 3.420 -4.360 6.728
C 4.284 -2.924 8.620
N 1.055 -2.188 9.084
C 0.763 -3.344 9.945
C 0.054 -1.134 9.150
N 2.073 -0.843 6.882
C 1.422 -0.176 5.754
C 3.030 -0.031 7.694
H 2.594 -4.505 6.031
H 3.454 -5.305 7.271
H 4.368 -4.224 6.207
H 4.850 -3.849 8.737
H 3.826 -2.609 9.558
H 4.900 -2.170 8.129
H -0.096 -3.842 9.496
H 1.566 -4.079 9.999
H 0.416 -3.025 10.927
H -0.955 -1.516 8.996
H -0.093 -0.799 10.176
H 0.253 -0.271 8.515
H 1.708 -0.673 4.827
H 0.335 -0.262 5.786
H 1.663 0.881 5.639
H 4.079 -0.152 7.426
H 2.993 -0.361 8.732
H 2.791 1.032 7.727
O -9.737 5.113 3.483
P -8.470 5.581 2.847
N -8.299 5.103 1.193
C -7.063 5.225 0.386
C -9.512 4.568 0.478
N -7.152 4.933 3.638
C -6.939 3.476 3.473
C -6.888 5.256 5.088
N -8.087 7.275 2.883
C -6.744 7.759 2.632
C -9.088 8.381 2.761
H -7.365 5.961 -0.358
H -6.941 4.287 -0.155
H -6.167 5.588 0.890
H -9.870 3.721 1.063
H -9.358 4.251 -0.554
H -10.322 5.269 0.680
H -6.126 3.057 4.066
H -7.814 2.835 3.571
H -6.537 3.196 2.499
H -6.087 4.677 5.548
H -6.794 6.335 5.215
H -7.788 4.906 5.593
H -6.050 7.113 3.170
H -6.567 7.666 1.561
H -6.629 8.827 2.818
H -9.176 8.827 3.752
H -10.071 8.001 2.483
H -8.891 9.192 2.059
O 6.934 1.109 -1.365
P 7.140 -0.341 -1.405
N 5.693 -1.287 -1.575
C 5.537 -2.717 -1.278
C 4.412 -0.547 -1.763
N 7.938 -1.039 0.004
C 8.770 -2.302 -0.030
C 8.184 -0.170 1.193
N 8.161 -0.925 -2.748
C 9.507 -0.270 -2.947
C 7.797 -1.858 -3.835
H 6.328 -3.238 -1.817
H 4.611 -3.136 -1.673
H 5.563 -3.054 -0.242
H 4.283 -0.403 -2.836
H 4.493 0.386 -1.204
H 3.607 -1.160 -1.359
H 9.675 -2.167 -0.623
H 9.081 -2.665 0.950
H 8.280 -3.109 -0.574
H 8.389 -0.755 2.090
H 9.070 0.436 1.003
H 7.365 0.545 1.270
H 9.464 0.677 -2.408
H 10.307 -0.923 -2.600
H 9.677 -0.067 -4.005
H 8.097 -2.857 -3.519
H 8.445 -1.573 -4.663
H 6.769 -1.724 -4.172
O -2.695 -3.662 -10.137
P -1.838 -2.746 -9.391
N -0.535 -3.586 -8.552
C -0.193 -4.901 -9.042
C 0.614 -2.877 -8.009
N -2.680 -1.949 -8.075
C -4.064 -1.465 -8.406
C -2.042 -1.465 -6.861
N -1.105 -1.463 -10.273
C 0.010 -1.763 -11.185
C -2.019 -0.401 -10.821
H 0.036 -5.539 -8.189
H 0.647 -4.888 -9.737
H -1.064 -5.321 -9.545
H 0.726 -3.333 -7.025
H 0.319 -1.836 -7.879
H 1.583 -3.025 -8.484
H -4.203 -0.445 -8.045
H -4.284 -1.502 -9.473
H -4.704 -2.095 -7.789
H -1.460 -0.574 -7.097
H -2.748 -1.117 -6.108
H -1.371 -2.251 -6.515
H -0.429 -2.223 -12.070
H 0.503 -0.810 -11.379
H 0.718 -2.372 -10.624
H -3.039 -0.678 -11.089
H -1.599 -0.070 -11.771
H -2.005 0.515 -10.231
```

The value obtained for the relative energy (zero: lowest compared OMol25 entry of this formula, charge and spin) is 429.3 kcal/mol. The HOMO energy comes out at -0.410 hartree. As for the total charge: +2. Its spin multiplicity is 1. The value obtained for the LUMO energy is -10.1 eV. For the gap between HOMO and LUMO, the calculation gives 1.065 eV.